1 | {
  "formula": "C16H41N7O9",
  "method": "ωB97M-V/def2-TZVPD",
  "symbols": ["C", "C", "O", "O", "H", "H", "H", "H", "H", "H", "O", "C", "N", "C", "H", "H", "H", "H", "H", "O", "C", "N", "C", "H", "H", "H", "H", "H", "O", "C", "N", "C", "H", "H", "H", "H", "H", "O", "C", "N", "C", "H", "H", "H", "H", "H", "O", "C", "N", "C", "H", "H", "H", "H", "H", "O", "C", "N", "C", "H", "H", "H", "H", "H", "O", "C", "N", "C", "H", "H", "H", "H", "H"],
  "coordinates": [[9.275, -6.999, 22.535], [9.110, -6.205, 23.860], [9.377, -7.134, 24.843], [10.698, -7.304, 22.442], [9.225, -6.328, 21.677], [8.557, -7.799, 22.356], [8.129, -5.757, 24.016], [9.849, -5.406, 23.933], [10.137, -7.665, 24.595], [10.836, -8.164, 22.844], [10.882, -11.068, 24.027], [10.740, -12.235, 24.174], [10.813, -13.063, 23.178], [10.553, -12.878, 25.551], [10.537, -14.032, 23.110], [11.220, -12.639, 22.357], [11.344, -13.611, 25.706], [9.573, -13.356, 25.536], [10.791, -12.161, 26.336], [11.797, -17.341, 13.576], [12.137, -17.693, 14.743], [12.842, -18.744, 14.908], [11.594, -16.959, 15.961], [13.008, -19.276, 14.065], [13.185, -19.065, 15.802], [10.568, -16.613, 15.838], [12.277, -16.151, 16.225], [11.550, -17.537, 16.883], [20.150, -10.179, 17.891], [19.977, -10.928, 16.964], [20.981, -11.569, 16.369], [18.559, -11.116, 16.399], [21.946, -11.570, 16.669], [20.672, -12.188, 15.633], [17.910, -11.344, 17.244], [18.542, -11.888, 15.630], [18.265, -10.206, 15.874], [5.881, -8.025, 19.308], [6.110, -7.242, 18.404], [7.388, -7.255, 17.982], [5.083, -6.250, 17.898], [7.418, -6.963, 17.016], [8.008, -7.967, 18.341], [4.870, -5.459, 18.617], [4.137, -6.783, 17.810], [5.323, -5.880, 16.902], [5.561, -14.503, 19.251], [5.269, -13.335, 19.273], [6.086, -12.359, 19.055], [3.938, -12.958, 19.736], [7.059, -12.362, 18.782], [5.732, -11.467, 19.368], [3.649, -11.996, 19.312], [3.933, -12.939, 20.826], [3.258, -13.764, 19.459], [10.500, -10.433, 18.795], [11.564, -10.138, 18.283], [12.214, -9.090, 18.561], [12.273, -11.200, 17.402], [13.177, -9.088, 18.256], [11.815, -8.476, 19.256], [12.343, -12.094, 18.021], [13.294, -10.986, 17.088], [11.582, -11.512, 16.618], [15.963, -7.901, 18.184], [16.456, -6.782, 18.485], [17.657, -6.574, 18.985], [15.701, -5.490, 18.150], [18.114, -7.442, 19.224], [18.104, -5.752, 18.606], [15.660, -4.937, 19.088], [14.672, -5.741, 17.889], [16.195, -4.929, 17.357]],
  "homo_energy_ev": -9.087,
  "multiplicity": 1,
  "smiles": "CC(N)=O.CC(N)=O.CC(N)=O.CC(N)=O.CC(N)=O.CC(N)=O.CC(N)=O.OCCO",
  "total_charge": 0,
  "gap_ev": 9.5
}

=====

2 | {
  "formula": "C16H41N7O9",
  "method": "ωB97M-V/def2-TZVPD",
  "symbols": ["C", "C", "O", "O", "H", "H", "H", "H", "H", "H", "O", "C", "N", "C", "H", "H", "H", "H", "H", "O", "C", "N", "C", "H", "H", "H", "H", "H", "O", "C", "N", "C", "H", "H", "H", "H", "H", "O", "C", "N", "C", "H", "H", "H", "H", "H", "O", "C", "N", "C", "H", "H", "H", "H", "H", "O", "C", "N", "C", "H", "H", "H", "H", "H", "O", "C", "N", "C", "H", "H", "H", "H", "H"],
  "coordinates": [[-7.710, -22.466, -5.560], [-7.345, -22.853, -4.157], [-8.316, -23.771, -3.630], [-8.855, -21.630, -5.582], [-8.122, -23.322, -6.094], [-6.855, -22.126, -6.143], [-7.494, -21.975, -3.529], [-6.334, -23.211, -3.967], [-8.155, -23.679, -2.688], [-9.582, -22.238, -5.733], [-8.269, -17.688, -1.603], [-7.153, -18.013, -1.987], [-6.393, -18.738, -1.230], [-6.730, -17.731, -3.420], [-5.788, -19.476, -1.560], [-6.710, -18.839, -0.276], [-5.658, -17.733, -3.615], [-7.024, -16.718, -3.695], [-7.212, -18.493, -4.032], [-10.416, -17.556, -10.394], [-11.105, -18.467, -10.829], [-11.591, -19.419, -10.018], [-11.494, -18.507, -12.271], [-11.372, -19.483, -9.034], [-11.982, -20.301, -10.318], [-11.685, -17.460, -12.507], [-12.446, -19.037, -12.238], [-10.812, -19.043, -12.932], [-14.182, -25.243, -3.268], [-13.024, -25.762, -3.001], [-12.066, -25.379, -3.852], [-12.785, -26.555, -1.840], [-12.260, -24.950, -4.746], [-11.080, -25.299, -3.652], [-12.910, -27.624, -2.015], [-13.421, -26.233, -1.015], [-11.753, -26.500, -1.493], [-12.228, -21.299, 1.522], [-11.652, -20.635, 0.675], [-11.304, -19.467, 1.067], [-11.593, -20.924, -0.779], [-11.368, -19.255, 2.053], [-10.792, -18.775, 0.539], [-10.854, -20.207, -1.136], [-12.520, -20.657, -1.285], [-11.191, -21.890, -1.086], [-7.780, -23.599, 0.675], [-7.458, -23.860, 1.842], [-8.352, -23.485, 2.757], [-6.330, -24.768, 2.257], [-9.095, -22.854, 2.491], [-8.399, -23.908, 3.673], [-5.492, -24.198, 2.656], [-5.861, -25.160, 1.354], [-6.608, -25.571, 2.939], [-12.497, -23.787, -7.840], [-13.535, -24.202, -8.308], [-14.387, -23.259, -8.774], [-13.822, -25.738, -8.432], [-15.245, -23.590, -9.192], [-14.181, -22.288, -8.586], [-14.422, -26.050, -9.286], [-14.135, -26.099, -7.452], [-12.830, -26.190, -8.445], [-14.265, -17.440, -3.980], [-13.396, -16.734, -4.444], [-13.631, -15.524, -4.872], [-11.991, -17.339, -4.733], [-14.587, -15.221, -4.758], [-13.189, -15.321, -5.757], [-11.273, -16.616, -4.347], [-11.861, -17.581, -5.788], [-11.885, -18.317, -4.264]],
  "homo_energy_ev": -8.985,
  "multiplicity": 1,
  "smiles": "CC(N)=O.CC(N)=O.CC(N)=O.CC(N)=O.CC(N)=O.CC(N)=O.CC(N)=O.OCCO",
  "total_charge": 0,
  "gap_ev": 9.3
}

=====

Quick one: least stable of them? 2

=====

1 | {
  "formula": "C16H25CrN6S8Sb",
  "method": "ωB97M-V/def2-TZVPD",
  "symbols": ["Cr", "S", "C", "S", "C", "C", "S", "S", "S", "S", "C", "C", "N", "C", "S", "C", "N", "C", "C", "Sb", "C", "C", "C", "C", "H", "H", "H", "H", "H", "H", "H", "H", "H", "H", "H", "H", "H", "H", "H", "S", "C", "N", "C", "C", "N", "H", "H", "H", "H", "H", "H", "N", "N", "H", "H", "H", "H"],
  "coordinates": [[-0.607, -0.196, -0.132], [1.092, -7.133, -1.644], [0.726, -5.574, -1.231], [1.856, -4.244, -1.406], [0.783, -2.996, -0.794], [-0.456, -3.384, -0.426], [-1.630, -2.305, 0.228], [-0.834, -5.092, -0.596], [1.363, -1.377, -0.674], [0.260, 1.956, -0.449], [-0.852, 2.510, -1.678], [-1.079, 3.875, -1.748], [-1.263, 5.019, -1.773], [-1.466, 1.617, -2.556], [-1.201, -0.113, -2.437], [-2.313, 2.068, -3.550], [-3.074, 2.430, -4.349], [2.481, -1.726, 3.444], [0.991, -1.631, 3.693], [-0.041, -0.139, 2.445], [-2.043, -0.519, 3.351], [-2.104, -1.081, 4.765], [0.364, 1.721, 3.540], [0.729, 1.555, 4.996], [2.932, -2.479, 4.096], [2.954, -0.767, 3.640], [2.676, -2.010, 2.410], [0.791, -1.367, 4.728], [0.514, -2.587, 3.478], [-2.551, -1.203, 2.664], [-2.563, 0.443, 3.300], [-1.667, -2.077, 4.806], [-3.144, -1.149, 5.089], [-1.572, -0.445, 5.470], [-0.537, 2.325, 3.436], [1.171, 2.220, 3.010], [-0.108, 1.164, 5.565], [1.017, 2.514, 5.430], [1.563, 0.871, 5.105], [-2.720, 0.967, 0.436], [-3.787, 0.606, -0.801], [-4.651, 1.500, -1.368], [-5.289, 0.895, -2.529], [-4.703, -0.530, -2.568], [-4.016, -0.628, -1.297], [-4.370, 2.468, -1.408], [-5.063, 1.453, -3.439], [-6.373, 0.875, -2.371], [-3.999, -0.651, -3.401], [-5.477, -1.299, -2.639], [-3.323, -1.358, -1.135], [4.115, 0.963, 1.606], [2.704, 0.748, 1.428], [4.605, 0.934, 0.708], [4.464, 0.188, 2.166], [2.536, -0.010, 0.752], [2.327, 1.590, 0.984]],
  "homo_energy_ev": [0.008, -1.491],
  "multiplicity": 5,
  "s2": 6.030,
  "total_charge": -2,
  "gap_ev": [4.2, 5.7]
}

=====

2 | {
  "formula": "C16H25CrN6S8Sb",
  "method": "ωB97M-V/def2-TZVPD",
  "symbols": ["Cr", "S", "C", "S", "C", "C", "S", "S", "S", "S", "C", "C", "N", "C", "S", "C", "N", "C", "C", "Sb", "C", "C", "C", "C", "H", "H", "H", "H", "H", "H", "H", "H", "H", "H", "H", "H", "H", "H", "H", "S", "C", "N", "C", "C", "N", "H", "H", "H", "H", "H", "H", "N", "N", "H", "H", "H", "H"],
  "coordinates": [[-0.539, -1.292, 0.480], [-6.578, 2.798, -0.460], [-5.244, 1.808, -0.294], [-5.082, 0.615, 0.925], [-3.493, 0.012, 0.508], [-2.893, 0.637, -0.534], [-1.332, 0.271, -1.219], [-3.834, 1.927, -1.260], [-2.820, -1.287, 1.462], [0.181, -2.869, 2.185], [1.655, -3.461, 1.453], [2.193, -4.661, 2.020], [2.592, -5.623, 2.517], [2.277, -2.865, 0.396], [1.711, -1.442, -0.417], [3.509, -3.428, -0.086], [4.505, -3.865, -0.467], [4.202, 3.721, -0.549], [2.767, 4.242, -0.539], [1.351, 2.578, -0.397], [-0.422, 3.687, -0.981], [-0.271, 5.190, -1.184], [1.816, 1.824, -2.371], [1.880, 2.869, -3.477], [4.941, 4.530, -0.555], [4.390, 3.101, -1.429], [4.405, 3.097, 0.324], [2.569, 4.846, -1.426], [2.600, 4.884, 0.330], [-1.155, 3.479, -0.199], [-0.794, 3.202, -1.884], [0.140, 5.681, -0.298], [-1.239, 5.656, -1.395], [0.394, 5.424, -2.018], [1.034, 1.090, -2.575], [2.749, 1.263, -2.293], [0.951, 3.440, -3.542], [2.045, 2.406, -4.455], [2.692, 3.583, -3.316], [-1.189, -3.990, -1.564], [-1.531, -4.829, -0.171], [-2.607, -4.626, 0.627], [-2.429, -5.254, 1.930], [-1.186, -6.145, 1.725], [-0.789, -5.838, 0.356], [-3.030, -3.706, 0.570], [-3.309, -5.841, 2.203], [-2.253, -4.499, 2.698], [-1.426, -7.206, 1.829], [-0.392, -5.889, 2.427], [0.175, -5.883, 0.072], [-0.968, 1.774, 2.215], [-0.157, 0.597, 2.204], [-1.423, 1.881, 3.115], [-1.704, 1.623, 1.533], [-0.446, -0.091, 2.891], [0.810, 0.855, 2.354]],
  "homo_energy_ev": [-1.681, -2.039],
  "multiplicity": 5,
  "s2": 6.027,
  "total_charge": -2,
  "gap_ev": [5.8, 6.2]
}

=====

Quick one: least stable of them? 1

=====

1 | {
  "formula": "C3H16N2O3",
  "method": "ωB97M-V/def2-TZVPD",
  "symbols": ["N", "C", "C", "N", "C", "H", "H", "H", "H", "H", "H", "H", "H", "H", "H", "H", "H", "O", "H", "H", "O", "H", "H", "O"],
  "coordinates": [[-3.752, 1.248, -1.675], [-2.595, 1.178, -0.811], [-1.739, -0.086, -0.962], [-0.543, -0.050, -0.109], [-0.372, -0.980, 0.977], [-3.608, 1.270, -2.671], [-4.563, 0.749, -1.373], [-1.990, 2.078, -0.956], [-2.922, 1.180, 0.227], [-2.397, -0.879, -0.601], [-1.333, -0.296, -1.955], [-0.136, 0.846, 0.071], [0.678, -1.233, 1.102], [-0.869, -0.713, 1.913], [-0.836, -1.945, 0.733], [6.491, -1.322, -0.076], [7.143, -2.157, 1.043], [7.279, -1.390, 0.471], [-3.650, 3.448, -1.943], [-3.654, 3.876, -0.517], [-3.461, 4.223, -1.393], [5.648, -3.745, 3.099], [5.526, -2.255, 2.974], [5.657, -3.047, 2.433]],
  "homo_energy_ev": -8.350,
  "multiplicity": 1,
  "smiles": "CNCCN.O.O.O",
  "total_charge": 0,
  "gap_ev": 8.9
}

=====

2 | {
  "formula": "C3H16N2O3",
  "method": "ωB97M-V/def2-TZVPD",
  "symbols": ["C", "C", "N", "C", "N", "H", "H", "H", "H", "H", "H", "H", "H", "H", "H", "H", "H", "O", "H", "H", "O", "H", "H", "O"],
  "coordinates": [[-1.213, 0.645, 1.309], [-0.202, 1.725, 0.976], [0.890, 1.018, 0.238], [1.828, 0.191, 1.079], [2.891, -0.352, 0.330], [-1.487, 0.196, 0.353], [-2.074, 0.848, 1.933], [-0.683, -0.210, 1.734], [-0.634, 2.331, 0.182], [0.226, 2.196, 1.861], [1.405, 1.530, -0.473], [1.190, -0.624, 1.414], [2.176, 0.796, 1.920], [2.600, -0.880, -0.480], [3.672, 0.251, 0.148], [-2.378, 0.158, -2.886], [-2.506, 0.043, -1.324], [-2.374, 0.659, -2.065], [0.327, -0.377, -2.241], [0.140, -0.774, -0.829], [0.462, -1.133, -1.689], [-0.987, -2.399, -1.125], [-1.516, -3.157, 0.210], [-1.752, -2.682, -0.576]],
  "homo_energy_ev": -8.918,
  "multiplicity": 1,
  "smiles": "CCNCN.O.O.O",
  "total_charge": 0,
  "gap_ev": 9.6
}

=====

Quick one: least stable of them? 1

=====

1 | {
  "formula": "C20H34N4O2PdTe",
  "method": "ωB97M-V/def2-TZVPD",
  "symbols": ["Pd", "N", "C", "O", "C", "C", "H", "H", "H", "H", "H", "H", "C", "C", "N", "C", "N", "C", "C", "C", "N", "C", "H", "H", "H", "H", "H", "H", "H", "H", "H", "H", "H", "H", "H", "C", "C", "O", "C", "C", "H", "H", "H", "H", "H", "H", "H", "H", "H", "H", "Te", "C", "C", "C", "C", "C", "C", "H", "H", "H", "H", "H"],
  "coordinates": [[0.551, 0.817, 1.106], [5.252, 1.867, 0.486], [4.008, 1.318, 0.102], [3.936, 0.130, -0.112], [2.915, 2.354, -0.030], [1.553, 1.884, -0.522], [5.845, 1.178, 0.927], [5.177, 2.724, 1.015], [3.390, 3.167, -0.622], [2.791, 2.772, 0.978], [1.650, 1.434, -1.520], [0.929, 2.779, -0.643], [-3.741, -1.985, 3.030], [-2.576, -1.065, 2.748], [-2.518, -0.762, 1.328], [-3.650, -0.530, 0.584], [-3.528, -0.007, -0.585], [-4.715, 0.298, -1.342], [-5.919, 0.564, -0.451], [-6.098, -0.648, 0.439], [-4.862, -0.989, 1.120], [-4.997, -1.311, 2.530], [-3.810, -2.181, 4.102], [-3.610, -2.938, 2.506], [-1.632, -1.525, 3.032], [-2.659, -0.154, 3.350], [-1.750, -0.106, 1.105], [-4.963, -0.520, -2.038], [-4.508, 1.172, -1.966], [-6.829, 0.746, -1.032], [-5.717, 1.445, 0.164], [-6.442, -1.496, -0.171], [-6.868, -0.466, 1.196], [-5.865, -1.971, 2.636], [-5.195, -0.409, 3.129], [-0.534, -1.618, -1.997], [-0.501, -2.551, -0.806], [0.663, -2.254, -0.073], [0.779, -2.941, 1.146], [1.898, -2.297, 1.944], [-1.489, -1.703, -2.521], [0.284, -1.844, -2.686], [-0.423, -0.593, -1.637], [-0.492, -3.611, -1.123], [-1.387, -2.391, -0.180], [0.983, -4.009, 0.945], [-0.166, -2.890, 1.705], [2.878, -2.592, 1.567], [1.824, -2.571, 3.000], [1.785, -1.204, 1.861], [-0.199, 1.672, 3.467], [-0.407, 0.379, 5.160], [-1.008, 0.792, 6.357], [-1.140, -0.059, 7.448], [-0.672, -1.368, 7.386], [-0.065, -1.800, 6.211], [0.065, -0.942, 5.126], [-1.385, 1.807, 6.427], [-1.615, 0.300, 8.357], [-0.776, -2.035, 8.235], [0.314, -2.816, 6.142], [0.554, -1.281, 4.219]],
  "homo_energy_ev": 1.076,
  "multiplicity": 1,
  "total_charge": -2,
  "gap_ev": 3.5
}

=====

2 | {
  "formula": "C20H34N4O2PdTe",
  "method": "ωB97M-V/def2-TZVPD",
  "symbols": ["Pd", "N", "C", "O", "C", "C", "H", "H", "H", "H", "H", "H", "C", "C", "N", "C", "N", "C", "C", "C", "N", "C", "H", "H", "H", "H", "H", "H", "H", "H", "H", "H", "H", "H", "H", "C", "C", "O", "C", "C", "H", "H", "H", "H", "H", "H", "H", "H", "H", "H", "Te", "C", "C", "C", "C", "C", "C", "H", "H", "H", "H", "H"],
  "coordinates": [[0.966, -0.550, -2.471], [4.521, -3.492, -1.727], [3.169, -3.840, -1.844], [2.844, -4.745, -2.591], [2.254, -3.057, -0.940], [2.341, -1.505, -1.166], [5.040, -3.730, -2.560], [4.626, -2.519, -1.466], [2.560, -3.305, 0.088], [1.244, -3.430, -1.081], [3.357, -1.250, -1.507], [2.269, -1.032, -0.172], [-0.864, 0.967, 1.828], [-0.137, 0.406, 0.628], [-0.660, -0.901, 0.302], [-0.991, -1.837, 1.224], [-1.115, -3.070, 0.879], [-1.527, -4.064, 1.838], [-2.162, -3.503, 3.106], [-1.318, -2.334, 3.572], [-1.259, -1.344, 2.522], [-0.750, -0.051, 2.944], [-1.917, 1.133, 1.583], [-0.423, 1.919, 2.131], [0.939, 0.359, 0.843], [-0.244, 1.027, -0.259], [-0.402, -1.184, -0.657], [-0.658, -4.678, 2.119], [-2.227, -4.752, 1.351], [-2.232, -4.269, 3.884], [-3.171, -3.138, 2.892], [-0.311, -2.688, 3.853], [-1.751, -1.858, 4.458], [0.305, -0.126, 3.260], [-1.326, 0.255, 3.824], [-0.142, 3.770, -1.117], [1.218, 3.124, -1.216], [1.808, 3.056, 0.085], [2.925, 2.188, 0.077], [3.431, 2.040, 1.495], [-0.587, 3.839, -2.110], [-0.065, 4.773, -0.685], [-0.817, 3.177, -0.498], [1.874, 3.713, -1.875], [1.169, 2.113, -1.640], [3.716, 2.604, -0.568], [2.643, 1.218, -0.351], [3.722, 3.010, 1.907], [4.293, 1.371, 1.522], [2.651, 1.620, 2.132], [-0.570, 0.777, -4.124], [-2.217, 1.546, -3.027], [-2.647, 0.948, -1.834], [-3.703, 1.470, -1.099], [-4.374, 2.610, -1.529], [-3.972, 3.209, -2.718], [-2.917, 2.683, -3.451], [-2.139, 0.056, -1.485], [-4.004, 0.976, -0.181], [-5.194, 3.022, -0.951], [-4.482, 4.100, -3.074], [-2.610, 3.171, -4.371]],
  "homo_energy_ev": 0.466,
  "multiplicity": 1,
  "total_charge": -2,
  "gap_ev": 4.2
}

=====

Quick one: least stable of them? 1